1.
{"formula": "C3H8N4", "method": "ωB97M-V/def2-TZVPD", "species": ["N", "N", "N", "N", "C", "C", "C", "H", "H", "H", "H", "H", "H", "H", "H"], "positions_angstrom": [[-3.26977, 5.57418, 1.34415], [3.67047, -9.81384, -1.28207], [-1.25917, 6.33810, 0.27296], [3.01172, -9.84707, -2.32772], [-2.34134, 6.07643, 0.66589], [-4.23297, 4.55367, 1.04344], [4.02542, -9.48865, -0.23553], [-0.64349, 7.09594, -0.10751], [-3.85420, 3.49545, 1.07019], [-5.02290, 4.66349, 1.80839], [1.99105, -9.81080, -2.44435], [-3.36379, 6.02070, 2.33929], [4.31160, -9.28604, 0.75688], [-4.69958, 4.61662, 0.12061], [3.47068, -10.42303, -3.41051]], "forces_ev_per_a": [[-0.87, 1.49, 3.18], [0.39, 1.16, 3.27], [-0.49, 1.14, -0.03], [0.25, -2.90, -8.61], [3.10, 0.10, -0.71], [-0.94, -2.28, 1.73], [-0.27, -0.79, -1.46], [-1.12, -1.09, 0.17], [0.22, 1.19, 0.40], [0.40, -0.26, -0.46], [0.53, 0.14, 1.24], [0.34, -1.05, -2.35], [0.46, 0.06, 0.79], [-0.67, 0.81, -1.93], [-1.34, 2.28, 4.77]], "nbo_charge": [-0.5654, -0.0149, -0.4784, -0.5758, 0.7562, -0.4280, 0.3530, 0.4971, 0.2447, 0.2487, 0.4585, 0.4833, 0.2979, 0.2417, 0.4813], "e_above_lowest_ev": 2.169, "gap_ev": 10.824, "lumo_ha": -0.2325, "energy_ha": -337.3597, "total_charge": 2, "e_homo_ev": -17.150}

=====

2.
{"formula": "Cl2H4OSi2", "method": "ωB97M-V/def2-TZVPD", "species": ["Cl", "Cl", "Si", "Si", "O", "H", "H", "H", "H"], "positions_angstrom": [[1.79146, -1.08935, -0.24649], [-1.41837, 0.44154, 1.73378], [-0.13446, 2.25398, 2.06853], [-0.20100, -1.23601, -1.02751], [0.78595, 2.07783, 0.79048], [0.80154, 1.34980, 0.17405], [-0.38030, 0.21475, -1.13741], [-0.10603, -1.94297, -2.24937], [-1.13878, -2.06956, -0.10606]], "forces_ev_per_a": [[-0.82, -0.37, -0.19], [0.42, 0.81, 0.39], [-1.39, -0.88, 0.71], [0.48, -0.19, 2.16], [1.00, 0.62, -0.67], [0.04, -0.49, -0.28], [-0.69, -0.09, -0.28], [0.09, -0.39, -1.15], [0.85, 0.99, -0.70]], "nbo_charge": [-0.4338, -0.5861, 1.2227, 0.9130, -1.1637, 0.5304, -0.1764, -0.1795, -0.1265], "e_above_lowest_ev": 2.316, "gap_ev": 9.770, "lumo_ha": -0.0072, "energy_ha": -1577.0844, "e_homo_ev": -9.966}

=====

3.
{"formula": "C2H6N2O3", "method": "ωB97M-V/def2-TZVPD", "species": ["O", "O", "O", "N", "N", "C", "C", "H", "H", "H", "H", "H", "H"], "positions_angstrom": [[3.41786, -0.62055, 0.72151], [1.94574, 0.51872, -0.39671], [1.43510, -0.50838, 1.45093], [2.28310, -0.30107, 0.66868], [-0.89537, 0.58462, -0.63682], [-1.07746, -0.30211, -1.55250], [-1.32270, 0.46107, 0.66066], [-2.11521, 1.25912, 0.98502], [0.93384, 0.62974, -0.41968], [-0.51019, 0.37910, 1.49455], [-0.80838, -0.21679, -2.55035], [-1.41915, -1.32963, -1.16525], [-1.86720, -0.55382, 0.73997]], "forces_ev_per_a": [[1.20, -0.38, -0.46], [-0.53, -0.10, -0.37], [-2.10, -0.95, 1.80], [0.66, 1.61, -1.28], [1.23, 0.77, -4.07], [-0.60, -1.17, 5.01], [-2.35, -2.04, 4.14], [1.68, -1.19, -0.84], [1.16, -0.12, 0.19], [-1.28, 0.67, -1.91], [0.69, 0.58, -1.65], [-0.15, 1.19, -0.90], [0.39, 1.13, 0.34]], "nbo_charge": [-0.3409, -0.5536, -0.3905, 0.7442, -0.4663, -0.0037, -0.4646, 0.2259, 0.5094, 0.2554, 0.1874, 0.1395, 0.1578], "e_above_lowest_ev": 6.807, "gap_ev": 10.504, "lumo_ha": 0.0116, "energy_ha": -414.8455, "e_homo_ev": -10.187}

=====

4.
{"formula": "C18H18BO4", "method": "ωB97M-V/def2-TZVPD", "species": ["O", "O", "O", "O", "C", "C", "C", "C", "C", "C", "C", "C", "C", "C", "C", "C", "C", "C", "C", "C", "C", "C", "B", "H", "H", "H", "H", "H", "H", "H", "H", "H", "H", "H", "H", "H", "H", "H", "H", "H", "H"], "positions_angstrom": [[1.23038, 0.67947, -6.34777], [-1.68059, -1.45945, 5.15415], [0.55729, 0.02364, 0.52964], [2.90255, -0.49597, -5.53090], [0.91271, -4.13861, 3.26550], [1.16659, -2.53885, 1.48660], [0.31714, -1.66712, 2.15422], [-0.05493, 0.55502, -3.19915], [1.44298, 0.64333, -2.99668], [-2.46583, 1.00154, 4.06443], [-0.94221, 0.55679, 2.25103], [2.16797, 0.39217, -5.38328], [-2.78913, 2.21578, 3.48388], [-0.24782, -2.03985, 3.37532], [0.06152, -3.27500, 3.93193], [-1.19564, -1.13478, 4.08720], [-1.53955, 0.16668, 3.45211], [-2.18477, 2.60638, 2.29190], [-1.26246, 1.77953, 1.67509], [1.45933, -3.77365, 2.03844], [2.17835, 1.25747, -4.16492], [0.02704, -0.33223, 1.55514], [-0.84353, 2.02213, -3.21822], [1.78476, 2.23336, -4.41685], [1.46663, 1.54052, -6.71335], [-2.43971, 3.55557, 1.83968], [-2.93485, 0.69607, 4.98969], [-0.12486, 2.96268, -3.53802], [-1.76980, 1.96324, -4.02462], [-0.45952, -0.00519, -2.36384], [3.21738, 1.39361, -3.90861], [-1.35261, 2.20065, -2.10886], [-0.79964, 2.07385, 0.74089], [-0.36897, -3.55689, 4.88300], [1.85225, -0.35132, -2.84386], [-0.31338, -0.02351, -4.08092], [1.14953, -5.10212, 3.69847], [1.68484, 1.21679, -2.11531], [1.59164, -2.24808, 0.53522], [2.11587, -4.45533, 1.51347], [-3.51696, 2.86172, 3.95815]], "forces_ev_per_a": [[0.07, 0.08, -0.59], [0.04, 0.00, -0.03], [0.19, -0.12, 0.00], [2.15, -3.19, -0.59], [0.03, 0.02, -0.06], [0.12, -0.13, -0.07], [-0.09, -0.01, 0.13], [-0.45, 0.91, 0.29], [-0.36, -0.56, -0.26], [-0.11, 0.12, 0.06], [-0.09, -0.08, 0.16], [-1.60, 2.31, 0.78], [0.05, 0.01, -0.07], [0.02, 0.10, -0.10], [0.05, -0.15, 0.03], [-0.13, -0.02, 0.20], [0.10, -0.05, -0.10], [-0.05, -0.02, 0.12], [0.01, 0.15, -0.12], [-0.03, -0.01, 0.08], [0.23, 0.63, -0.47], [0.02, 0.18, -0.25], [-0.27, -0.54, -0.11], [-0.41, 0.26, 0.14], [-0.49, 0.17, 0.21], [0.00, -0.01, -0.03], [0.07, -0.09, 0.01], [0.17, 0.15, 0.05], [-0.12, 0.11, -0.08], [-0.13, -0.31, 0.30], [0.53, -0.04, 0.12], [0.09, 0.27, 0.20], [-0.01, -0.12, -0.05], [-0.07, 0.10, 0.00], [0.37, -0.33, 0.13], [0.22, -0.21, -0.40], [0.00, 0.00, 0.00], [-0.04, 0.32, 0.41], [-0.06, 0.12, 0.01], [0.01, 0.00, 0.00], [0.00, 0.00, 0.00]], "nbo_charge": [-0.7242, -0.5452, -0.5061, -0.5727, -0.2048, -0.1829, -0.0558, -0.6346, -0.3648, -0.1631, -0.0643, 0.8114, -0.2024, -0.1638, -0.1602, 0.5585, -0.1707, -0.1879, -0.1735, -0.1967, -0.5228, 0.5833, -0.4039, 0.2293, 0.4783, 0.2220, 0.2296, -0.0891, -0.0660, 0.1909, 0.2035, -0.0862, 0.2673, 0.2323, 0.1751, 0.1813, 0.2108, 0.1982, 0.2451, 0.2149, 0.2102], "gap_ev": 5.645, "lumo_ha": 0.0395, "energy_ha": -1022.5579, "total_charge": -1, "e_homo_ev": -4.569}

=====

5.
{"formula": "H4N2O2Si", "method": "ωB97M-V/def2-TZVPD", "species": ["Si", "O", "O", "N", "N", "H", "H", "H", "H"], "positions_angstrom": [[-1.65426, -0.83356, -0.00617], [-3.18869, -0.89676, -0.00756], [-0.78865, 1.78060, -0.06499], [1.56413, 0.13420, 0.12579], [-0.89174, 0.66429, 0.40839], [1.65120, 1.10550, 0.26920], [-0.60142, -1.82803, -0.21051], [1.36865, 0.03927, -0.83266], [2.54079, -0.16552, 0.31851]], "forces_ev_per_a": [[-1.34, 0.21, -0.28], [1.24, -0.30, 0.04], [-0.14, -1.10, 0.51], [1.78, -1.03, 1.54], [-0.12, 1.49, -0.31], [-0.38, 1.53, 0.37], [-0.11, -0.13, 0.18], [0.05, -0.36, -1.55], [-0.97, -0.30, -0.48]], "nbo_charge": [1.7975, -1.1243, -0.2126, -1.0480, -0.2960, 0.3618, -0.1987, 0.3539, 0.3664], "e_above_lowest_ev": 1.178, "gap_ev": [8.047, 8.286], "lumo_ha": [-0.0407, -0.0339], "energy_ha": -551.7722, "e_homo_ev": [-9.155, -9.209]}

=====

6.
{"formula": "C4H7Cl2NO", "method": "ωB97M-V/def2-TZVPD", "species": ["Cl", "Cl", "O", "N", "C", "C", "C", "C", "H", "H", "H", "H", "H", "H", "H"], "positions_angstrom": [[-1.54323, 1.63202, -0.56341], [1.85758, -1.16865, -0.25728], [2.13486, 1.58514, 0.80911], [1.49270, 1.47479, -0.36119], [-1.36452, -1.07051, -0.70809], [-1.01640, 0.12266, 0.12585], [-0.63274, 0.07293, 1.39398], [1.21014, 0.36463, -0.85358], [-0.81548, -1.94778, -0.37294], [-2.43185, -1.27397, -0.59985], [0.75432, 0.31829, -1.82395], [-1.17133, -0.89819, -1.76450], [-0.37091, -0.87075, 1.84233], [2.40414, 0.70284, 1.14126], [-0.50728, 0.95654, 1.99225]], "forces_ev_per_a": [[0.76, -0.57, 0.56], [0.00, 0.71, -0.12], [0.38, -0.25, 0.92], [1.67, 5.34, 0.79], [-0.29, 0.18, 0.27], [-1.07, -0.40, -3.37], [0.58, 0.08, 3.43], [-1.43, -4.90, -2.12], [0.01, 0.04, 0.03], [-0.14, -0.13, -0.07], [0.16, -0.11, -0.31], [0.03, 0.00, -0.08], [-0.18, -0.18, 0.05], [-0.45, 0.01, -0.04], [-0.01, 0.18, 0.07]], "lowdin_spin": [0.2350, 0.1700, 0.2176, 0.3906, 0.0367, 0.2319, 0.3239, 0.3131, 0.0024, 0.0144, 0.0190, 0.0070, 0.0204, 0.0017, 0.0161], "spin_multiplicity": 3, "e_above_lowest_ev": 3.614, "gap_ev": [5.555, 3.908], "lumo_ha": [0.0219, -0.1605], "energy_ha": -1206.6955, "e_homo_ev": [-4.959, -8.277], "s_squared": 2.0129}